# C4H8N2O

A molecular structure, C4H8N2O (the ωB97M-V functional and the def2-TZVPD basis, OMol25).

Gap between HOMO and LUMO (eV): 9.886
Energy (eV): -9300.3031
HOMO (eV): -9.1
Energy relative to the best compared isomer or geometry (same formula, charge and spin) (kcal per mole): 140.44

Geometry as XYZ:
```
15
C4H8N2O (the ωB97M-V functional and the def2-TZVPD basis)
N -0.968 -0.986 -2.035
C 0.112 -0.228 -2.009
O 1.021 0.111 -2.693
C -0.138 0.890 -0.458
N -0.396 -0.087 0.566
C -0.082 0.174 1.957
C 0.757 -0.748 1.146
H -1.007 0.337 -1.504
H -1.247 -1.205 -1.071
H 0.863 1.339 -0.481
H -0.880 1.703 -0.410
H 0.344 1.140 2.223
H -0.799 -0.231 2.667
H 1.740 -0.384 0.843
H 0.681 -1.826 1.261
```

Mulliken population analysis, charges in e, atoms 1 to 6:
1. N -0.797
2. C 0.699
3. O -0.488
4. C -0.887
5. N -0.275
6. C -0.294